Formula: CH4NOPS2
Source: the OMol25 dataset
Level of theory: ωB97M-V/def2-TZVPD

Structure (XYZ):
```
10
CH4NOPS2, DFT ωB97M-V/def2-TZVPD
C 0.0274 -1.3575 0.6362
N 1.0830 -0.5727 0.8555
O -0.0647 -2.5226 0.4457
P -1.6396 0.9175 -1.0695
S -1.5335 -0.1109 0.7139
S 0.3562 1.5516 -1.3355
H 2.0142 -0.9126 0.6672
H 0.9691 0.4743 0.8726
H -2.1036 2.1749 -0.5736
H 0.8916 0.3581 -1.2125
```

Results
- Multiplicity: 1
- HOMO: -8.61 eV
- HOMO-LUMO gap: 8.991 eV
- Energy relative to the best compared isomer or geometry (same formula, charge and spin): 65.3 kJ/mol
- E_LUMO: 0.38 eV


Formula: C5H9N4
Source: the OMol25 dataset
Level of theory: ωB97M-V/def2-TZVPD

Structure (XYZ):
```
18
C5H9N4, DFT ωB97M-V/def2-TZVPD
C 1.0201 -1.8040 -0.4643
C 0.3484 -0.5744 -0.5102
C 0.3603 0.9193 1.7776
C -0.7907 0.0688 1.8573
C -0.2159 0.3782 0.4982
N 1.2652 -2.1497 -1.7009
N 0.1778 -0.2484 -1.8096
N 0.7144 -1.2367 -2.4640
N -0.8761 1.4388 -0.3047
H 1.3803 -2.2794 0.3796
H 0.1302 1.9388 1.6562
H 1.3310 0.5227 2.0063
H -0.5750 -0.9616 2.1340
H -1.8714 0.4544 2.0920
H 0.6107 -1.2953 -3.4357
H -0.1612 2.0246 -0.5506
H -1.7324 1.8138 0.1460
H -1.1157 0.9901 -1.3072
```

Results
- Multiplicity: 1
- HOMO: -13.80 eV
- Net charge: +1
- HOMO-LUMO gap: 10.617 eV
- Energy relative to the best compared isomer or geometry (same formula, charge and spin): 307.8 kJ/mol
- E_LUMO: -3.19 eV


Formula: C5H11N
Source: the OMol25 dataset
Level of theory: ωB97M-V/def2-TZVPD

Structure (XYZ):
```
17
C5H11N, DFT ωB97M-V/def2-TZVPD
C 0.2922 -0.8241 -2.0339
C 0.7032 -0.1015 -0.7867
C -0.0609 1.0342 -0.1541
C -1.5565 0.8589 0.4366
N 0.0628 -0.3697 0.4222
C 0.7143 -0.4290 1.6775
H -0.7661 -0.6555 -2.2487
H 0.4688 -1.8979 -1.9230
H 0.8801 -0.4528 -2.8781
H 1.7791 -0.0777 -0.5917
H 0.6483 1.7756 0.2774
H -1.7578 0.1917 1.3329
H -1.7923 1.8473 0.7771
H -2.2171 0.4632 -0.3288
H 1.0367 -1.4562 1.8052
H 0.0063 -0.1772 2.4880
H 1.5589 0.2709 1.7283
```

Results
- Multiplicity: 1
- HOMO: -8.27 eV
- HOMO-LUMO gap: 9.426 eV
- Energy relative to the best compared isomer or geometry (same formula, charge and spin): 376.8 kJ/mol
- E_LUMO: 1.16 eV


Formula: C2H8O2
Source: the OMol25 dataset
Level of theory: ωB97M-V/def2-TZVPD

Structure (XYZ):
```
12
C2H8O2, DFT ωB97M-V/def2-TZVPD
C -1.0522 -1.8944 0.7731
C -0.4212 -1.7181 1.9431
H -1.7454 -1.2521 0.2539
H -0.8635 -2.8441 0.1887
H -0.7437 -1.0075 2.6196
H 0.5440 -2.1202 2.0086
H 2.7493 1.9465 -2.5136
H 1.2083 1.2467 -2.3489
O 2.1814 1.1264 -2.1945
H -1.0047 2.3761 -0.4017
H -0.7814 1.8349 0.9881
O -0.9966 1.5604 0.0581
```

Results
- Multiplicity: 2
- HOMO (alpha / beta): 1.05 / -6.52 eV
- Net charge: -1
- HOMO-LUMO gap (alpha / beta): 3.147 / 10.520 eV
- Energy relative to the best compared isomer or geometry (same formula, charge and spin): 112.5 kJ/mol
- E_LUMO (alpha / beta): 4.20 / 4.00 eV


Formula: C28H28N2SiTl
Source: the OMol25 dataset
Level of theory: ωB97M-V/def2-TZVPD

Structure (XYZ):
```
60
C28H28N2SiTl, DFT ωB97M-V/def2-TZVPD
C -3.6396 -2.4716 1.1586
C -3.8028 -1.1540 0.6330
C -3.3584 -1.1677 -0.7313
H -4.2146 -0.2969 1.1684
C -2.9307 -2.4994 -1.0376
C -3.1053 -3.2954 0.1339
H -2.9043 -4.3649 0.2123
H -3.9138 -2.7996 2.1625
H -3.3693 -0.3223 -1.4201
H -2.5634 -2.8531 -2.0006
Tl -0.7835 -0.9766 0.7107
C 1.5751 1.1247 -0.6835
H 1.4060 0.7530 -1.7346
H 1.5368 0.0684 -0.3017
H 0.6986 1.6202 -0.2328
Si 2.2346 2.6368 -1.6998
C 1.6534 4.1306 -0.7311
C 0.2991 4.5015 -0.6099
H -0.4872 3.9235 -1.1124
C -0.0640 5.6257 0.1517
H -1.1177 5.9088 0.2311
C 0.9205 6.3721 0.8116
H 0.6350 7.2369 1.4142
C 2.2686 5.9896 0.7272
H 3.0375 6.5682 1.2541
C 2.6292 4.8652 -0.0195
H 3.6799 4.5448 -0.0589
C 1.6908 2.5992 -3.4676
C 1.3621 3.8200 -4.0846
H 1.5773 4.7646 -3.5716
C 0.7318 3.8288 -5.3356
H 0.4936 4.7831 -5.8076
C 0.3884 2.6223 -5.9583
H -0.1656 2.6353 -6.9009
C 0.7548 1.4026 -5.3734
H 0.4663 0.4633 -5.8507
C 1.4761 1.3914 -4.1716
H 1.8587 0.4462 -3.7695
H 2.5567 1.2222 -0.1328
H 3.6725 2.2760 -1.4819
C 0.8080 -5.5405 -0.0224
C 0.9421 -6.1318 1.2332
C 0.5793 -5.4059 2.3685
C 0.0929 -4.0921 2.2264
N 0.0126 -3.5326 1.0006
C 0.3299 -4.2286 -0.0964
C -0.3684 -3.2756 3.3795
C -0.3306 -3.7430 4.7062
C -0.8140 -2.9332 5.7354
C -1.3301 -1.6756 5.4291
C -1.3370 -1.2652 4.0927
N -0.8534 -2.0420 3.1164
H 1.0594 -6.0576 -0.9419
H 1.3220 -7.1473 1.3391
H 0.6589 -5.8203 3.3662
H 0.1985 -3.7184 -1.0554
H 0.0817 -4.7305 4.8929
H -0.7823 -3.2909 6.7642
H -1.7234 -1.0031 6.1850
H -1.7295 -0.2895 3.7913
```

Results
- Multiplicity: 1
- HOMO: -8.61 eV
- Net charge: +1
- HOMO-LUMO gap: 5.263 eV
- E_LUMO: -3.35 eV


Formula: C2H7NO4
Source: the OMol25 dataset
Level of theory: ωB97M-V/def2-TZVPD

Structure (XYZ):
```
14
C2H7NO4, DFT ωB97M-V/def2-TZVPD
O 1.7254 0.9174 -1.4903
C 1.0739 -0.1038 -1.1334
N 0.6424 -0.3340 0.1769
C -0.1689 -1.4756 0.3186
O 0.1720 -2.4708 -0.2213
H 0.5922 -0.7624 -1.8775
H 0.8508 0.1236 1.0336
H -0.6873 -1.3820 1.3520
H 0.7319 2.1630 1.0838
H 2.0757 1.9375 0.6663
O 1.6308 2.0785 1.4955
H -3.9734 1.2160 -0.3011
H -4.5373 -0.1793 -0.0988
O -4.1506 0.5623 0.4402
```

Results
- Multiplicity: 1
- HOMO: -10.57 eV
- HOMO-LUMO gap: 10.725 eV
- Energy relative to the best compared isomer or geometry (same formula, charge and spin): 169.0 kJ/mol
- E_LUMO: 0.15 eV


Formula: C4H4O3
Source: the OMol25 dataset
Level of theory: ωB97M-V/def2-TZVPD

Structure (XYZ):
```
11
C4H4O3, DFT ωB97M-V/def2-TZVPD
C 0.9282 -0.1376 0.0929
C 0.8741 1.2009 0.3156
C -1.2218 0.7087 -0.0558
C -0.5302 -0.4355 -0.1490
H 1.8684 -1.7582 -0.2221
H 1.6339 1.9748 0.4845
H -2.2631 0.9634 -0.3464
H -1.9626 -1.6027 -0.1232
O 2.0590 -0.9053 0.1053
O -0.3746 1.6776 0.2086
O -1.0113 -1.6861 -0.3105
```

Results
- Multiplicity: 1
- HOMO: -8.59 eV
- HOMO-LUMO gap: 9.208 eV
- Energy relative to the best compared isomer or geometry (same formula, charge and spin): 171.3 kJ/mol
- E_LUMO: 0.62 eV


Formula: C2H4NO2
Source: the OMol25 dataset
Level of theory: ωB97M-V/def2-TZVPD

Structure (XYZ):
```
9
C2H4NO2, DFT ωB97M-V/def2-TZVPD
O -1.3274 0.2755 2.2896
C -0.5592 0.1374 1.3616
N -0.6665 -0.0893 -0.0108
C 0.5993 0.0465 -1.0532
O 0.6861 -1.0567 -1.7568
H 0.4912 0.3753 1.4954
H -0.9817 -1.0464 -0.3108
H 0.3953 1.0561 -1.6964
H 1.3628 0.3014 -0.3187
```

Results
- Multiplicity: 2
- HOMO (alpha / beta): -9.97 / -9.95 eV
- HOMO-LUMO gap (alpha / beta): 10.756 / 6.927 eV
- Energy relative to the best compared isomer or geometry (same formula, charge and spin): 193.1 kJ/mol
- E_LUMO (alpha / beta): 0.79 / -3.02 eV


Formula: C29H62B2Cl20N4O6P
Source: the OMol25 dataset
Level of theory: ωB97M-V/def2-TZVPD

Structure (XYZ):
```
124
C29H62B2Cl20N4O6P, DFT ωB97M-V/def2-TZVPD
C -1.7856 -0.6029 -2.6872
C -1.9903 0.4326 -1.5568
N -0.7831 1.1056 -1.1233
C 0.1304 0.4495 -0.2051
C 1.4270 0.0006 -1.0030
O 1.2310 -0.0248 -2.3964
C 1.8409 1.0628 -3.0901
C 3.2279 0.6327 -3.6280
C 0.6588 1.6012 0.6831
N -0.3639 2.1106 1.6168
C 0.1587 2.8517 2.7915
C 0.1456 2.1612 4.1770
C -0.7629 2.8916 5.2062
C -1.4171 1.9142 6.1700
O -2.4698 2.5355 6.9132
C -3.0776 1.6170 7.7401
C -4.5180 1.2447 7.5055
O -2.4896 1.1341 8.6144
C -1.4389 1.3286 1.8246
N -2.4890 1.8977 2.3651
B -3.8116 1.2283 2.6227
O -4.4935 0.7202 1.5827
C -4.4314 1.0466 4.0514
C -5.9578 1.3647 4.0694
N -1.6066 0.0064 1.4677
C -0.4223 -0.5791 0.7738
B -0.7411 -2.0624 0.2313
C -2.2422 -2.5917 0.3903
O 0.2107 -2.9022 -0.3019
P 0.7730 -0.9504 2.2273
C 0.1879 -2.5707 2.9354
O 2.3031 -1.1651 1.6425
H -0.9256 -1.2472 -2.5191
H -1.5784 -0.0593 -3.6079
H -2.7222 -1.1417 -2.8239
H -2.5907 -0.0701 -0.7855
H -2.6482 1.1819 -1.9907
H -1.0206 2.0495 -0.8353
H 2.2336 0.7125 -0.8008
H 1.8316 -0.9739 -0.7206
H 1.8632 1.9846 -2.5045
H 1.2053 1.2609 -3.9551
H 3.2907 -0.4494 -3.5485
H 4.0693 1.1366 -3.1521
H 3.2583 0.8481 -4.6980
H 0.8549 2.4120 -0.0319
H 1.6311 1.3827 1.1235
H -0.3709 3.8051 2.8749
H 1.1824 3.1205 2.5495
H -0.0350 1.0901 4.1559
H 1.1512 2.2833 4.5755
H -1.4752 3.5701 4.7328
H -0.1180 3.5171 5.8222
H -0.6673 1.5504 6.8747
H -1.7865 1.0316 5.6287
H -5.0300 1.0289 8.4326
H -5.0391 2.0081 6.9309
H -4.5156 0.3494 6.8824
H -2.4185 2.8762 2.6163
H -4.1707 1.0641 0.7345
H -4.2478 0.0211 4.3843
H -3.9310 1.7400 4.7308
H -6.4180 0.7313 4.8215
H -6.4364 1.1800 3.1154
H -6.0719 2.4121 4.3326
H -1.7074 -0.5707 2.3012
H -2.3149 -3.6590 0.1849
H -2.9477 -2.0398 -0.2265
H -2.5260 -2.4937 1.4448
H 0.3906 -2.6150 -1.2139
H 0.5934 -2.6085 3.9456
H 0.5711 -3.4264 2.3771
H -0.8980 -2.5884 3.0349
H 2.9005 -0.9402 2.3708
C -0.3698 -6.2918 -1.3674
Cl -0.4910 -5.9697 -3.1021
Cl -1.5573 -7.4895 -0.8376
H 0.6254 -6.6659 -1.1540
H -0.5414 -5.3657 -0.8310
C 3.4524 4.1970 -0.4674
Cl 4.4006 2.7837 0.0152
Cl 2.9967 4.1240 -2.1726
H 2.5490 4.2296 0.1323
H 4.0426 5.0908 -0.3002
C -3.9092 4.1508 -1.9936
Cl -3.4256 5.6991 -2.6746
Cl -2.7913 3.6274 -0.7144
H -4.9013 4.2464 -1.5672
H -3.9083 3.4036 -2.7801
C 3.4790 -3.5637 -2.5577
Cl 1.9574 -4.4347 -2.7963
Cl 3.4168 -2.5506 -1.1058
H 4.2872 -4.2800 -2.4542
H 3.6483 -2.9197 -3.4127
C -10.1558 1.6417 4.6745
Cl -9.1413 2.7223 5.6389
Cl -9.3675 1.1867 3.1579
H -10.3516 0.7432 5.2481
H -11.0857 2.1487 4.4449
C 3.3642 -4.7013 4.3909
Cl 2.2185 -4.9096 5.7176
Cl 3.8305 -3.0041 4.1975
H 4.2544 -5.2834 4.5988
H 2.9008 -5.0413 3.4714
C 5.4581 -0.6028 -5.8444
Cl 5.3282 -0.2226 -7.5606
Cl 4.3080 -1.8710 -5.3761
H 6.4648 -0.9488 -5.6343
H 5.2417 0.2953 -5.2683
C 7.2008 2.8909 -5.6268
Cl 8.6918 1.9642 -5.4475
Cl 5.9380 2.3029 -4.5320
H 7.4023 3.9309 -5.3974
H 6.8472 2.7922 -6.6473
C 5.4838 -4.7722 -7.2330
Cl 5.8387 -6.3762 -6.5785
Cl 6.9616 -3.9122 -7.6853
H 4.8617 -4.8836 -8.1142
H 4.9615 -4.1953 -6.4786
C 2.3495 -0.6283 -10.0101
Cl 2.4674 0.9406 -9.2036
Cl 3.0330 -1.9398 -9.0357
H 1.3028 -0.8431 -10.1912
H 2.8875 -0.5779 -10.9497
```

Results
- Multiplicity: 1
- HOMO: -11.04 eV
- Net charge: +1
- HOMO-LUMO gap: 8.441 eV
- E_LUMO: -2.59 eV


Formula: C28H32BF5N2O20
Source: the OMol25 dataset
Level of theory: ωB97M-V/def2-TZVPD

Structure (XYZ):
```
88
C28H32BF5N2O20, DFT ωB97M-V/def2-TZVPD
C 3.2251 4.2069 2.0207
O 4.5391 4.4172 1.3806
B 4.4366 4.0207 -0.0218
O 4.1433 5.0006 -1.0524
C 4.6036 2.4438 -0.4620
C 5.4730 2.0428 -1.6933
N 5.6752 0.7249 -2.2114
C 4.9687 -0.2065 -1.3689
C 5.0715 -1.7421 -1.7686
C 4.4185 -2.8964 -0.9726
C 3.5672 -2.5509 0.3127
C 3.4347 -1.0388 0.7164
C 2.5436 -0.5845 1.9907
O 1.1154 -0.6565 1.7558
C 0.6601 0.3498 0.8365
O 0.2851 1.6065 1.4525
C -0.4917 2.3875 0.4884
C 0.4062 3.0542 -0.6637
O 0.4197 2.2529 -1.9054
C 4.1241 0.1306 -0.1133
N 3.9142 1.4796 0.3417
H 2.5906 5.1739 2.0282
H 3.3776 3.7935 3.0803
H 2.5971 3.4289 1.4456
H 3.4953 4.5576 -1.6612
H 6.0141 2.9007 -2.2496
H 5.6615 -2.0192 -2.7063
H 4.5463 -3.9802 -1.3476
H 3.0343 -3.3187 0.9737
H 2.8575 0.4395 2.3988
H 2.7947 -1.3543 2.8192
H 1.3768 0.5801 -0.0257
H -0.3067 -0.0750 0.3483
H -1.0072 3.2458 1.0497
H -1.3095 1.7763 -0.0313
H 1.5198 3.1770 -0.3729
H 0.0162 4.0940 -0.9760
H 1.0349 2.7195 -2.5283
C 6.9150 -0.6188 5.2451
C 6.3397 -1.1291 3.9631
O 4.9559 -1.2110 4.2384
C 4.7159 -0.2439 5.1692
O 3.6263 0.1668 5.4455
O 5.8698 0.2036 5.7412
F 6.7976 -2.3732 3.6863
H 7.1204 -1.4181 5.9630
H 7.8285 -0.0422 5.0914
H 6.5051 -0.4732 3.1030
C -1.3897 -3.7825 0.3700
C -2.0791 -3.1283 -0.7839
O -1.0147 -2.5475 -1.5093
C 0.0664 -3.3390 -1.2642
O 1.0742 -3.3205 -1.9106
O -0.1410 -4.1617 -0.1954
F -2.9029 -2.1388 -0.3612
H -1.2166 -3.0951 1.2033
H -1.9331 -4.6530 0.7405
H -2.6296 -3.8183 -1.4286
C -1.1192 -7.7946 -2.7462
C -1.0926 -6.4952 -2.0083
O -1.9120 -6.7416 -0.8849
C -1.7896 -8.0771 -0.6345
O -2.1184 -8.6013 0.3891
O -1.2389 -8.7393 -1.6921
F -1.6585 -5.5067 -2.7446
H -1.9813 -7.8835 -3.4136
H -0.2095 -7.9641 -3.3243
H -0.0971 -6.1872 -1.6768
C -4.9177 2.6942 -1.1586
C -4.7685 2.6615 -2.6455
O -4.1942 3.9179 -2.9406
C -3.4717 4.2543 -1.8348
O -2.6359 5.1136 -1.8128
O -3.8096 3.4895 -0.7594
F -5.9765 2.5862 -3.2545
H -5.8440 3.1756 -0.8374
H -4.8677 1.6996 -0.7132
H -4.1172 1.8638 -3.0150
C -9.5999 3.8634 -1.4760
C -10.3251 3.7266 -0.1757
O -9.7549 2.5650 0.3919
C -8.4838 2.5110 -0.0941
O -7.6155 1.8257 0.3665
O -8.3176 3.3385 -1.1650
F -11.6452 3.5042 -0.3765
H -10.0515 3.2692 -2.2755
H -9.5299 4.9008 -1.8069
H -10.1912 4.5722 0.5053
```

Results
- Multiplicity: 1
- HOMO: -8.53 eV
- HOMO-LUMO gap: 7.448 eV
- Energy relative to the best compared isomer or geometry (same formula, charge and spin): 688.9 kJ/mol
- E_LUMO: -1.08 eV


Formula: C7H14O
Source: the OMol25 dataset
Level of theory: ωB97M-V/def2-TZVPD

Structure (XYZ):
```
22
C7H14O, DFT ωB97M-V/def2-TZVPD
C 1.0231 1.8557 1.6671
C 0.8786 0.4064 1.1996
C 0.6001 0.2546 -0.2630
C -0.5955 -0.1020 -0.7849
C -1.6640 -0.6858 -0.0225
C -2.9614 -0.8474 -0.2821
C 1.6903 0.7365 -1.2187
H 0.0393 2.2964 1.6044
H 1.7323 2.5153 1.1706
H 1.2671 1.8575 2.7521
H 1.7683 -0.1537 1.5531
H -0.0164 0.0844 1.7797
H -0.7661 0.1323 -1.8830
H -1.3384 -1.0874 0.9435
H -3.6942 -1.2057 0.4346
H -3.3429 -0.3679 -1.1787
H 2.5478 1.0276 -0.6057
H 1.3181 1.6469 -1.6887
H 2.0355 -0.1150 -1.8202
H -0.0554 -2.3299 -0.4848
H -0.6503 -3.1698 -1.5556
O 0.1839 -2.7491 -1.3169
```

Results
- Multiplicity: 1
- HOMO: -8.40 eV
- HOMO-LUMO gap: 9.328 eV
- Energy relative to the best compared isomer or geometry (same formula, charge and spin): 177.8 kJ/mol
- E_LUMO: 0.92 eV


Formula: C3H13NSi2
Source: the OMol25 dataset
Level of theory: ωB97M-V/def2-TZVPD

Structure (XYZ):
```
19
C3H13NSi2, DFT ωB97M-V/def2-TZVPD
C -1.3824 1.4608 0.1711
C -0.4780 -0.3936 -1.1734
C 2.1203 2.1951 1.1364
N -0.3115 0.4832 -0.0244
Si 1.2170 0.5561 0.8780
Si -0.6868 -4.2847 -0.5278
H -0.8341 2.4115 0.1978
H -2.3089 1.4614 -0.4710
H -1.9307 1.4056 1.2309
H -1.1049 0.0265 -1.9545
H 0.4097 -0.8904 -1.4668
H -1.1275 -1.1651 -0.8958
H 2.4961 2.6545 0.2256
H 1.4372 2.8374 1.5520
H 3.0585 2.1008 1.8787
H 1.0034 -0.1838 2.2498
H 1.8066 -0.2161 -0.2067
H 0.5725 -3.8970 0.2077
H -1.7123 -3.5468 0.3490
```

Results
- Multiplicity: 3
- HOMO (alpha / beta): -7.31 / -8.04 eV
- HOMO-LUMO gap (alpha / beta): 8.239 / 5.972 eV
- Energy relative to the best compared isomer or geometry (same formula, charge and spin): 67.9 kJ/mol
- E_LUMO (alpha / beta): 0.93 / -2.07 eV


- Which value of multiplicity does entry 12 give?
  3


- Look up the multiplicity of the third one.
  1